{
  "formula": "C3H7N3O2",
  "method": "ωB97M-V with the def2-TZVPD basis set",
  "lumo_ev": 0.456,
  "homo_lumo_gap_ev": 9.93,
  "smiles": "NC(=O)CNC(N)=O",
  "elements": ["O", "C", "N", "C", "N", "C", "N", "O", "H", "H", "H", "H", "H", "H", "H"],
  "xyz": [[1.24439, 0.35765, 1.41405], [1.46816, -0.22564, 0.42515], [2.76872, -0.54446, 0.13798], [0.40718, -0.63249, -0.55314], [-1.04289, -0.61900, 0.21330], [-2.16741, 0.23619, 0.16392], [-1.98890, 1.55988, -0.17302], [-3.23600, -0.28336, 0.31670], [3.57940, 0.14167, 0.37398], [2.85267, -0.99772, -0.82369], [0.62793, -1.67010, -0.89069], [0.27599, 0.08920, -1.40478], [-1.20126, -1.45315, 0.56625], [-0.99313, 1.81982, 0.03075], [-2.59486, 2.22149, 0.20323]],
  "lowdin_charge": [0.10, -0.64, 0.11, -0.02, 0.10, -0.62, 0.16, 0.06, 0.16, 0.11, 0.12, 0.13, 0.04, 0.11, 0.07]
}

---

{
  "formula": "C42H125N7O24",
  "method": "ωB97M-V with the def2-TZVPD basis set",
  "lumo_ev": -0.220,
  "homo_lumo_gap_ev": 7.96,
  "elements": ["C", "O", "C", "C", "N", "C", "C", "O", "C", "H", "H", "H", "H", "H", "H", "H", "H", "H", "H", "H", "H", "H", "H", "H", "C", "O", "C", "C", "N", "C", "C", "O", "C", "H", "H", "H", "H", "H", "H", "H", "H", "H", "H", "H", "H", "H", "H", "H", "C", "O", "C", "C", "N", "C", "C", "O", "C", "H", "H", "H", "H", "H", "H", "H", "H", "H", "H", "H", "H", "H", "H", "H", "C", "O", "C", "C", "N", "C", "C", "O", "C", "H", "H", "H", "H", "H", "H", "H", "H", "H", "H", "H", "H", "H", "H", "H", "C", "O", "C", "C", "N", "C", "C", "O", "C", "H", "H", "H", "H", "H", "H", "H", "H", "H", "H", "H", "H", "H", "H", "H", "C", "O", "C", "C", "N", "C", "C", "O", "C", "H", "H", "H", "H", "H", "H", "H", "H", "H", "H", "H", "H", "H", "H", "H", "C", "O", "C", "C", "N", "C", "C", "O", "C", "H", "H", "H", "H", "H", "H", "H", "H", "H", "H", "H", "H", "H", "H", "H", "O", "H", "H", "O", "H", "H", "O", "H", "H", "O", "H", "H", "O", "H", "H", "O", "H", "H", "O", "H", "H", "O", "H", "H", "O", "H", "H", "O", "H", "H"],
  "xyz": [[-9.35674, 3.70460, -5.83186], [-8.49205, 3.71859, -6.98093], [-7.25984, 3.07503, -6.89164], [-6.62708, 3.37819, -8.22015], [-6.41316, 4.80048, -8.50141], [-5.69316, 5.56049, -7.42989], [-4.15569, 5.22834, -7.29096], [-3.92528, 4.07438, -6.57645], [-2.55690, 3.76084, -6.35965], [-10.17321, 4.33169, -6.18993], [-8.77816, 4.07467, -4.98546], [-9.63806, 2.70444, -5.50225], [-7.36831, 2.00760, -6.69949], [-6.66353, 3.40657, -6.04158], [-7.20605, 2.96181, -9.04448], [-5.63537, 2.95019, -8.36649], [-7.37832, 5.07894, -8.60647], [-6.16462, 5.54043, -6.44733], [-5.76080, 6.59188, -7.77598], [-3.84764, 6.12035, -6.74552], [-3.71981, 5.21667, -8.28995], [-2.05826, 3.51675, -7.29767], [-2.48844, 2.95255, -5.63160], [-2.05177, 4.62218, -5.92258], [6.81835, -3.89442, -2.28290], [6.49506, -2.71192, -1.60381], [5.36775, -2.74797, -0.61996], [3.99437, -3.12077, -1.32645], [3.58218, -2.07130, -2.27792], [3.15166, -0.73445, -1.79696], [3.24705, 0.28666, -2.98740], [4.50845, 0.24657, -3.60597], [4.49769, 1.12686, -4.70856], [6.00484, -4.39670, -2.80636], [7.34773, -4.56184, -1.60288], [7.49875, -3.69328, -3.11036], [5.36665, -1.82913, -0.03360], [5.67848, -3.50976, 0.09506], [3.29056, -3.27559, -0.50865], [4.06659, -4.08568, -1.82828], [4.23903, -1.90695, -3.02736], [3.74614, -0.45438, -0.92733], [2.09148, -0.65718, -1.55584], [2.96299, 1.27141, -2.61633], [2.52177, -0.06140, -3.72287], [4.27797, 2.12212, -4.32221], [3.74384, 0.76680, -5.40867], [5.45814, 1.13611, -5.22388], [4.25326, -7.28959, 1.19218], [2.84210, -7.57563, 0.98983], [1.85983, -6.74219, 1.66460], [1.49089, -5.46502, 0.96164], [0.91608, -5.61619, -0.37427], [-0.49313, -5.98507, -0.23560], [-1.09055, -6.38166, -1.56034], [-0.15704, -7.28249, -2.25556], [0.05524, -8.52937, -1.55189], [4.56550, -6.27043, 0.96430], [5.00655, -7.90080, 0.69513], [4.46155, -7.45148, 2.24978], [2.19323, -6.57759, 2.68923], [0.87198, -7.17556, 1.82095], [2.44127, -4.93875, 0.87260], [0.86471, -4.83389, 1.59225], [1.35750, -6.47657, -0.66581], [-1.03870, -5.15950, 0.22144], [-0.62114, -6.85512, 0.40838], [-1.20161, -5.44214, -2.10171], [-2.08941, -6.80149, -1.44149], [0.83814, -9.07159, -2.08215], [-0.86911, -9.09461, -1.43286], [0.43872, -8.32764, -0.55170], [3.99940, 3.97442, -1.92851], [3.53216, 3.70244, -0.63184], [3.55799, 4.83588, 0.26165], [3.18773, 4.42232, 1.77449], [4.11759, 3.46685, 2.24664], [3.68330, 2.82482, 3.48604], [4.73542, 1.80503, 4.00817], [4.32915, 1.11893, 5.22962], [4.72594, -0.26085, 5.18166], [5.00411, 4.39706, -1.93542], [3.28936, 4.60216, -2.46693], [4.17707, 3.02329, -2.43041], [2.78913, 5.56828, 0.01559], [4.47812, 5.41085, 0.15733], [2.17196, 4.02919, 1.81649], [3.06629, 5.27721, 2.43971], [4.44144, 2.81664, 1.54490], [2.74332, 2.27981, 3.39947], [3.63683, 3.51186, 4.33098], [5.61561, 2.34510, 4.35700], [4.97447, 1.13626, 3.18130], [5.80377, -0.23097, 5.02196], [4.24056, -0.70053, 4.31035], [4.47272, -0.77892, 6.10664], [2.27934, -1.50764, 1.57872], [1.15291, -0.69224, 1.41508], [1.35742, 0.67758, 1.76496], [0.09107, 1.48820, 1.52741], [-0.31320, 1.59913, 0.17554], [0.44219, 2.59793, -0.64833], [0.00616, 2.58419, -2.11530], [0.31675, 1.33967, -2.75207], [-0.82235, 0.52461, -2.93527], [3.13703, -1.08873, 1.05242], [2.00670, -2.41116, 1.03338], [2.41945, -1.66652, 2.64794], [2.23274, 1.09890, 1.27059], [1.62725, 0.57973, 2.81648], [0.31396, 2.48442, 1.90948], [-0.77395, 1.10890, 2.07143], [0.00908, 0.71133, -0.18231], [1.50524, 2.38838, -0.52949], [0.23765, 3.47767, -0.03817], [0.49476, 3.29633, -2.78030], [-1.04028, 2.88155, -2.04719], [-0.53437, -0.49919, -3.17398], [-1.35823, 0.88192, -3.81463], [-1.49342, 0.50488, -2.07656], [-1.74709, -2.68282, 7.85003], [-0.65808, -2.72169, 6.95237], [-1.04975, -2.71258, 5.57957], [0.07931, -2.74355, 4.52794], [0.87519, -3.97455, 4.46159], [1.53743, -4.39257, 5.69254], [2.15726, -5.81028, 5.60267], [3.38056, -5.82513, 4.90005], [4.50357, -5.52055, 5.70966], [-1.45130, -2.67809, 8.89912], [-2.29262, -3.60830, 7.66561], [-2.45269, -1.88089, 7.63293], [-1.76248, -1.91725, 5.36154], [-1.72681, -3.53967, 5.36599], [0.75366, -1.90227, 4.68789], [-0.48178, -2.57137, 3.60945], [1.60431, -3.70617, 3.81627], [0.82068, -4.56180, 6.49611], [2.34903, -3.73903, 6.01234], [1.47797, -6.52165, 5.13296], [2.38269, -6.08150, 6.63404], [4.52400, -4.43765, 5.83214], [5.44665, -5.83601, 5.26336], [4.46400, -6.01633, 6.67957], [-5.70224, 4.46128, 6.09254], [-4.31855, 4.66889, 5.91297], [-3.97020, 5.27815, 4.68357], [-3.95653, 4.35768, 3.47425], [-3.53673, 5.18716, 2.38143], [-3.27960, 4.55876, 1.11738], [-2.60508, 5.44787, 0.09831], [-1.34969, 5.97726, 0.45302], [-0.51124, 6.36305, -0.62483], [-6.33983, 5.34072, 6.00219], [-5.81737, 4.16258, 7.13447], [-6.10475, 3.70594, 5.41761], [-2.94606, 5.64696, 4.74034], [-4.53563, 6.20747, 4.61452], [-4.94799, 3.93303, 3.31687], [-3.24289, 3.55296, 3.65096], [-2.66185, 5.60692, 2.66158], [-4.20805, 4.24166, 0.64248], [-2.71102, 3.63125, 1.18471], [-3.32757, 6.22386, -0.15457], [-2.40890, 4.77198, -0.73403], [0.50201, 6.57573, -0.28397], [-0.71331, 7.22027, -1.26703], [-0.46042, 5.51299, -1.30521], [-2.07349, -2.75574, -2.67541], [-2.07839, -3.20904, -3.51846], [-1.14744, -2.69502, -2.44094], [-3.01882, 1.52066, 0.18021], [-2.07892, 1.63627, 0.04074], [-3.28822, 0.90337, -0.49994], [-2.78653, -1.34528, 2.95315], [-3.33505, -2.11357, 2.79475], [-2.14467, -1.35815, 2.24316], [-0.22622, 0.07848, -6.16064], [-0.89291, -0.49310, -5.77979], [-0.09817, -0.25957, -7.04696], [-4.02089, 1.12569, 2.67438], [-3.59977, 0.32713, 2.99251], [-3.63185, 1.27523, 1.81269], [-0.84364, -2.41951, 0.99536], [-0.80083, -2.61885, 0.06013], [-0.06793, -1.88415, 1.16239], [-3.72014, -0.48006, -1.70068], [-4.21592, -0.42951, -2.51792], [-3.30971, -1.34453, -1.72205], [0.52238, -2.89686, -1.26252], [1.34810, -2.42933, -1.38840], [0.78394, -3.78035, -1.00317], [-0.98194, 0.54386, 4.59271], [-1.55144, 0.46745, 5.35826], [-1.55714, 0.37066, 3.84746], [0.79946, 2.51599, -5.42926], [0.56657, 2.37273, -4.51195], [0.36089, 1.80831, -5.90157]],
  "lowdin_charge": [-0.07, -0.21, -0.26, -0.22, -0.06, -0.17, -0.24, -0.20, -0.09, 0.09, 0.08, 0.08, 0.12, 0.11, 0.12, 0.11, 0.09, 0.11, 0.11, 0.11, 0.12, 0.09, 0.08, 0.09, -0.14, -0.21, -0.13, -0.17, -0.04, -0.16, -0.21, -0.19, -0.09, 0.08, 0.08, 0.09, 0.10, 0.10, 0.07, 0.11, 0.10, 0.10, 0.09, 0.10, 0.12, 0.07, 0.09, 0.09, -0.07, -0.18, -0.19, -0.22, -0.03, -0.23, -0.17, -0.19, -0.08, 0.07, 0.08, 0.08, 0.10, 0.12, 0.10, 0.11, 0.09, 0.12, 0.10, 0.10, 0.12, 0.10, 0.09, 0.06, -0.10, -0.22, -0.15, -0.20, -0.07, -0.19, -0.20, -0.20, -0.10, 0.09, 0.10, 0.06, 0.09, 0.12, 0.09, 0.12, 0.11, 0.09, 0.13, 0.12, 0.11, 0.08, 0.06, 0.09, -0.08, -0.24, -0.16, -0.18, -0.07, -0.13, -0.17, -0.21, -0.09, 0.08, 0.07, 0.09, 0.12, 0.12, 0.12, 0.11, 0.10, 0.10, 0.11, 0.12, 0.12, 0.08, 0.08, 0.07, -0.11, -0.20, -0.22, -0.18, -0.04, -0.19, -0.21, -0.22, -0.10, 0.09, 0.08, 0.08, 0.09, 0.12, 0.11, 0.09, 0.08, 0.12, 0.11, 0.12, 0.11, 0.08, 0.09, 0.09, -0.12, -0.18, -0.23, -0.21, -0.06, -0.22, -0.22, -0.18, -0.11, 0.08, 0.09, 0.08, 0.12, 0.12, 0.12, 0.12, 0.10, 0.13, 0.09, 0.13, 0.11, 0.07, 0.09, 0.06, -0.04, 0.05, -0.01, -0.06, -0.02, 0.00, -0.04, 0.07, 0.01, -0.03, 0.04, 0.06, -0.07, -0.03, -0.04, -0.05, 0.00, -0.02, -0.04, 0.06, 0.01, -0.04, 0.01, 0.01, -0.04, 0.04, -0.02, -0.06, -0.02, -0.02]
}

---

| no. | HOMO level (eV) |
| --- | --- |
| 1 | -9.48 |
| 2 | -8.18 |